ORCA calculation (the ωB97M-V functional and the def2-TZVPD basis) on a structure of composition C17H29FGaNO2P2 in a non-equilibrium geometry.

XYZ file:
```
53
C17H29FGaNO2P2 (the ωB97M-V functional and the def2-TZVPD basis)
C -0.8119 1.1485 -3.8957
C -1.0021 0.7909 -2.5247
N -0.1251 1.3651 -1.6033
C 0.7850 2.2711 -1.9708
C 0.8686 2.7633 -3.2702
C 0.1025 2.1209 -4.2473
C -2.1484 0.1640 -2.0282
P -2.3732 -0.2003 -0.2893
Ga -0.1833 0.5194 0.5315
P 2.0689 1.7612 0.4698
C 1.7404 2.8351 -0.9214
O -0.1487 -4.0862 -4.1519
O 0.1136 -4.5689 0.0609
H -1.4133 0.6207 -4.6308
H 1.5776 3.5561 -3.4858
H 0.1785 2.4665 -5.2756
C -3.8599 0.8076 0.0219
C -2.8095 -1.9194 -0.0249
H 2.7198 3.0739 -1.3436
H 1.3457 3.7537 -0.4634
H -0.8835 -3.8427 -4.7386
H -2.9536 0.0076 -2.7393
C 2.3674 2.6457 1.9929
C 3.6020 0.8385 0.0701
H 1.4849 0.0363 -0.0726
H 0.7051 -5.2455 0.4358
H 0.7627 -3.9156 -0.2220
H 0.6177 -3.5236 -4.4223
H -0.8336 1.8028 1.0171
H 0.8991 -0.5884 -0.2627
H -4.6967 0.4246 -0.5770
H -4.1329 0.7931 1.0768
H -3.6763 1.8445 -0.2743
H -3.5355 -2.2715 -0.7599
H -1.9265 -2.5567 -0.0599
H -3.2489 -1.9989 0.9712
H 4.4495 1.5542 -0.0291
H 3.8078 0.0703 0.8415
H 3.4786 0.2809 -0.8746
H 3.3283 3.1786 1.8717
H 1.5415 3.3576 2.1452
H 2.4124 1.9449 2.8420
F 0.1120 -2.1580 6.0418
C 0.0347 -1.6801 4.7522
C 1.1610 -1.7863 3.9374
C 1.0895 -1.2461 2.6349
C -0.0497 -0.5576 2.2186
C -1.1920 -0.5683 3.0319
C -1.1649 -1.1120 4.3306
H 2.0722 -2.2901 4.2916
H 1.9331 -1.3960 1.9495
H -2.1394 -0.1831 2.6521
H -2.0510 -1.1020 4.9703
```

Calculated values
- orbital gap (eV) = 6.564
- LUMO energy (eV) = 0.288
- relative energy (zero: lowest compared OMol25 entry of this formula, charge and spin) (kcal/mol) = 107.8
- electronic energy (Ha) = -3577.61205


ORCA calculation (the ωB97M-V functional and the def2-TZVPD basis) on a structure of composition C34H34AuN2O4Se2Te2 in a non-equilibrium geometry.

XYZ file:
```
79
C34H34AuN2O4Se2Te2 (the ωB97M-V functional and the def2-TZVPD basis)
Au 2.4912 -1.1717 0.5597
C -3.5940 -2.5094 1.3058
C -3.0840 -1.2609 0.5930
C -4.2375 -0.4690 0.0248
O -2.1649 -1.6528 -0.4264
C -0.8178 -1.3695 -0.0069
C -1.0336 -0.9698 1.4671
O -2.3559 -0.4222 1.4597
C 0.0475 -0.2376 2.2870
O 1.1766 -1.0422 2.1777
C 0.3035 1.2511 1.9831
C 1.6043 1.7324 2.1135
C 1.8921 3.0789 1.9356
C 0.8707 3.9791 1.6511
C -0.4310 3.5124 1.5389
C -0.7132 2.1597 1.6924
C -0.3699 -0.2937 3.7837
C -1.5754 0.2316 4.2586
C -1.8977 0.1575 5.6082
C -1.0222 -0.4353 6.5107
C 0.1819 -0.9466 6.0471
C 0.5037 -0.8753 4.6948
C -0.0794 -0.4907 -1.0576
O 1.1895 -0.0912 -0.6109
C -0.8536 0.7872 -1.4352
C -0.2731 2.0306 -1.2086
C -0.9156 3.2017 -1.5978
C -2.1611 3.1512 -2.2060
C -2.7483 1.9144 -2.4454
C -2.0919 0.7457 -2.0815
C 0.1267 -1.3647 -2.3440
C 0.6870 -2.6401 -2.2424
C 1.0622 -3.3681 -3.3631
C 0.8797 -2.8424 -4.6360
C 0.3208 -1.5808 -4.7617
C -0.0448 -0.8547 -3.6333
H -4.2151 -3.0879 0.6173
H -4.1821 -2.2212 2.1800
H -2.7659 -3.1435 1.6262
H -4.7073 -1.0270 -0.7895
H -3.8788 0.4863 -0.3534
H -4.9725 -0.2876 0.8128
H -0.2681 -2.3053 0.0228
H -1.0803 -1.9295 1.9866
H 2.3985 1.0349 2.3536
H 2.9167 3.4223 2.0211
H 1.0920 5.0314 1.5116
H -1.2359 4.2029 1.3116
H -1.7306 1.8152 1.5643
H -2.2766 0.6885 3.5740
H -2.8424 0.5630 5.9548
H -1.2778 -0.4997 7.5627
H 0.8758 -1.4151 6.7357
H 1.4365 -1.2851 4.3299
H 0.6927 2.0682 -0.7227
H -0.4392 4.1584 -1.4159
H -2.6725 4.0637 -2.4933
H -3.7197 1.8558 -2.9237
H -2.5344 -0.2152 -2.3084
H 0.8725 -3.0893 -1.2737
H 1.5150 -4.3426 -3.2286
H 1.1857 -3.4027 -5.5129
H 0.1725 -1.1475 -5.7436
H -0.4621 0.1306 -3.7750
Se 3.8854 -2.1079 2.4617
Te 3.3625 -4.4522 2.0583
Te 3.6369 -4.4832 -0.7031
Se 4.1178 -2.0669 -1.0369
C 2.3515 1.9815 -3.0421
N 3.6471 1.2921 -3.0090
C 3.7540 0.1198 -3.8841
C 4.2518 1.2555 -1.8104
N 4.7891 1.3112 -0.7819
H 2.1657 2.3225 -4.0598
H 2.3827 2.8412 -2.3759
H 1.5444 1.3262 -2.7239
H 3.4043 0.4092 -4.8749
H 3.1474 -0.7156 -3.5318
H 4.7906 -0.2003 -3.9459
```

Calculated values
- orbital gap (alpha / beta) (eV) = 5.790 / 5.792
- LUMO energy (alpha / beta) (eV) = 1.284 / 1.285
- relative energy (zero: lowest compared OMol25 entry of this formula, charge and spin) (kcal/mol) = 0.0
- electronic energy (Ha) = -7201.14912
- total charge = -1


ORCA calculation (the ωB97M-V functional and the def2-TZVPD basis) on a cluster of 2 separate species, C4H8N in total in a non-equilibrium geometry.

XYZ file:
```
13
C4H8N (the ωB97M-V functional and the def2-TZVPD basis)
C 0.7261 -0.1904 -0.3056
C -1.7911 -0.6604 -0.0837
C -1.4249 0.4623 0.9727
C 2.0799 0.3738 0.0315
N -0.4595 -0.1593 -0.0100
H 1.4248 -0.8106 -3.0285
H -1.9057 -1.6357 0.3283
H -2.2931 -0.2575 -0.8776
H -1.7329 1.4083 0.6308
H -1.5301 0.0049 1.9466
H 2.7866 0.0828 -0.7691
H 1.7731 1.4561 0.1817
H 2.3467 -0.0743 0.9830
```

Calculated values
- orbital gap (alpha / beta) (eV) = 8.932 / 9.919
- LUMO energy (alpha / beta) (eV) = -5.778 / -4.243
- relative energy (zero: lowest compared OMol25 entry of this formula, charge and spin) (kcal/mol) = 141.5
- electronic energy (Ha) = -211.44560
- total charge = +1


ORCA calculation (the ωB97M-V functional and the def2-TZVPD basis) on the molecule C22H18FN5O2 in a non-equilibrium geometry.

XYZ file:
```
48
C22H18FN5O2 (the ωB97M-V functional and the def2-TZVPD basis)
C -6.0998 -2.7041 0.2917
O -4.7654 -3.2474 0.4487
C -3.9874 -2.8365 1.5127
C -4.3219 -3.1361 2.8485
C -5.4912 -3.8494 3.1944
N -6.4696 -4.4867 3.4316
C -3.3489 -2.8782 3.8494
C -2.1454 -2.1752 3.5710
C -1.9315 -1.8023 2.2287
N -0.8814 -1.1165 1.5884
C -1.0918 -1.1384 0.1893
C -0.2142 -0.4870 -0.7986
N 0.9366 0.1305 -0.3769
C 1.4915 0.5821 -1.4762
N 0.6090 0.3392 -2.5105
N -0.4313 -0.3791 -2.0881
C 0.7818 0.8337 -3.8907
C 2.2665 0.9192 -4.1493
O 2.9271 1.7022 -3.1507
C 2.8444 1.1831 -1.7821
C 3.1401 2.3037 -0.8160
C 2.4182 3.5155 -0.9964
C 2.4804 4.5296 -0.0448
C 3.3640 4.3976 1.0203
C 4.2327 3.2860 1.1356
F 5.0093 3.2519 2.2285
C 4.0978 2.2040 0.2097
C 4.8982 0.9214 0.4606
C -2.2715 -1.8048 -0.0520
C -2.7985 -2.1897 1.2337
H -6.2631 -1.8920 1.0170
H -6.8593 -3.4725 0.4422
H -6.1469 -2.2844 -0.7160
H -3.5990 -3.2218 4.8480
H -1.4380 -1.9985 4.3809
H -0.0586 -0.7539 2.0525
H 0.3890 1.8678 -3.9841
H 0.3091 0.1619 -4.6362
H 2.6953 -0.1017 -4.1900
H 2.4764 1.4076 -5.1042
H 3.5710 0.3715 -1.7058
H 1.8195 3.6932 -1.8500
H 1.8016 5.3718 -0.1334
H 3.4064 5.1491 1.8145
H 5.6856 1.0232 1.2267
H 5.4438 0.7102 -0.4647
H 4.2390 0.0941 0.7202
H -2.7194 -1.9940 -1.0287
```

Calculated values
- orbital gap (eV) = 8.528
- LUMO energy (eV) = 0.499
- relative energy (zero: lowest compared OMol25 entry of this formula, charge and spin) (kcal/mol) = 0.0
- structure (SMILES) = COc1c(C#N)ccc2[nH]c(-c3nc4n(n3)CCO[C@H]4c3cccc(F)c3C)cc12
- electronic energy (Ha) = -1373.24760


ORCA calculation (the ωB97M-V functional and the def2-TZVPD basis) on the molecule C6H12N2O3 in a non-equilibrium geometry.

XYZ file:
```
23
C6H12N2O3 (the ωB97M-V functional and the def2-TZVPD basis)
C -1.8034 -1.1932 2.2686
C -1.3073 -0.0328 1.5692
N -2.1423 0.1525 0.3221
C 0.1123 0.0435 1.0334
O 1.0067 0.3346 1.8556
N 0.0844 0.2179 -0.3678
C 1.4989 0.0682 -0.9115
C 1.7588 -1.0934 -1.7766
C 1.6837 1.2756 -1.9761
O 2.5390 1.3801 -2.8129
O 0.9655 2.4626 -1.4397
H -1.5985 -2.3050 1.8670
H -1.1163 -1.4101 3.0314
H -2.7300 -1.0513 2.7324
H -1.3579 0.9109 2.0988
H -2.1998 0.9820 -0.1910
H -3.1021 0.1163 0.7099
H -0.9814 -0.0423 -0.6104
H 2.0825 0.3481 0.1203
H 2.2965 -0.8085 -2.8430
H 2.4131 -1.8633 -0.9609
H 0.6353 -1.7229 -1.9349
H 1.2623 3.2306 -1.7841
```

Calculated values
- orbital gap (eV) = 9.991
- LUMO energy (eV) = 0.623
- relative energy (zero: lowest compared OMol25 entry of this formula, charge and spin) (kcal/mol) = 121.9
- structure (SMILES) = C[C@H](N)C(=O)N[C@@H](C)C(=O)O
- electronic energy (Ha) = -570.90852


ORCA calculation (the ωB97M-V functional and the def2-TZVPD basis) on a cluster of 8 separate species, C32H36F8O16 in total in a non-equilibrium geometry.

XYZ file:
```
92
C32H36F8O16 (the ωB97M-V functional and the def2-TZVPD basis)
C 11.8780 20.5118 12.4256
C 10.9887 19.5090 11.7634
O 10.8074 19.7904 10.3511
C 11.7112 19.2390 9.5154
O 12.6420 18.6157 9.8086
C 11.3537 19.6740 7.9977
F 12.4370 20.2874 7.5424
F 11.1038 18.6122 7.2504
F 10.2918 20.4991 7.9550
H 11.6168 20.3375 13.4759
H 11.5527 21.5189 12.1492
H 12.9413 20.5066 12.1728
H 9.9585 19.5606 12.1772
H 11.3205 18.4881 11.7541
C 12.0633 12.0439 13.8327
C 12.0356 11.8370 15.3738
O 10.6191 11.7654 15.7354
C 10.3250 12.0848 17.0269
O 11.1286 12.2688 17.8837
C 8.8127 12.3356 17.3511
F 8.6559 13.4571 18.0136
F 8.0661 12.3310 16.2463
F 8.3415 11.3146 18.1166
H 13.1145 12.0517 13.5034
H 11.6616 12.9430 13.3710
H 11.7338 11.1324 13.3514
H 12.3426 12.6763 15.9770
H 12.5821 10.9179 15.6474
F 8.6798 22.0524 14.6111
C 8.2799 21.3614 13.5289
C 8.5464 21.9725 12.2893
C 8.1802 21.3333 11.1237
C 7.5239 20.0897 11.1999
C 7.2275 19.5271 12.4608
C 7.5865 20.1354 13.6574
H 8.9903 22.9635 12.3495
H 8.4530 21.8018 10.1643
H 7.1468 19.6451 10.2688
H 6.5970 18.6347 12.4455
H 7.4266 19.6975 14.6599
F 11.7645 12.3514 9.6594
C 11.8717 11.1823 10.3060
C 10.7311 10.4177 10.5920
C 10.9176 9.2232 11.3175
C 12.1622 8.8516 11.6767
C 13.3302 9.6044 11.3736
C 13.2083 10.7852 10.6880
H 9.7610 10.7354 10.2078
H 9.9738 8.7721 11.5675
H 12.3409 7.9135 12.2117
H 14.3304 9.3015 11.7477
H 14.0637 11.3782 10.4081
O 4.8841 17.8140 15.8986
C 5.6358 17.0011 15.3244
O 6.9757 17.1616 15.4370
C 7.6616 16.0617 14.7275
C 6.6022 14.9960 14.7770
O 5.3484 15.7962 14.8090
H 8.0653 16.3878 13.7494
H 8.5682 15.7870 15.2694
H 6.5603 14.3992 15.6658
H 6.5793 14.3425 13.9192
O 6.3010 11.0438 8.6799
C 6.4156 12.1860 8.3261
O 5.5164 12.8090 7.5471
C 5.9734 14.1357 7.2665
C 6.8546 14.4200 8.4288
O 7.3442 13.0829 8.7347
H 6.5259 14.1426 6.3205
H 5.1353 14.8268 7.1651
H 6.2631 14.7659 9.2595
H 7.7478 15.0340 8.2515
O 10.6992 15.7897 13.7763
C 11.4617 16.3842 14.5143
O 11.4867 17.7077 14.5471
C 12.5973 18.1252 15.3977
C 12.8638 16.8770 16.2099
O 12.3195 15.8341 15.3726
H 13.4365 18.3724 14.7633
H 12.3283 18.9723 16.0361
H 12.2500 16.9079 17.1069
H 13.8803 16.5561 16.3814
O 7.3348 16.8389 10.6456
C 8.3172 16.1342 10.7058
O 8.4464 14.9392 11.2506
C 9.7560 14.3710 10.9646
C 10.5904 15.5511 10.5137
O 9.5342 16.5021 10.1539
H 10.1795 13.8888 11.8519
H 9.5525 13.6423 10.2060
H 11.1519 15.3517 9.6279
H 11.2389 15.9773 11.3013
```

Calculated values
- orbital gap (eV) = 8.978
- LUMO energy (eV) = 0.046
- structure (SMILES) = CCOC(=O)C(F)(F)F.CCOC(=O)C(F)(F)F.Fc1ccccc1.Fc1ccccc1.O=C1OCCO1.O=C1OCCO1.O=C1OCCO1.O=C1OCCO1
- electronic energy (Ha) = -3243.77135


ORCA calculation (the ωB97M-V functional and the def2-TZVPD basis) on a structure of composition C5H6F8NO14S4V in a non-equilibrium geometry.

XYZ file:
```
39
C5H6F8NO14S4V (the ωB97M-V functional and the def2-TZVPD basis)
V -25.5067 18.0500 -14.2322
N -26.2564 17.7205 -16.0628
S -27.0203 16.7075 -16.9078
O -26.2738 16.0749 -18.0133
O -28.4780 16.9314 -17.1233
F -26.9978 15.6062 -15.7296
S -26.2954 18.8552 -17.4122
O -27.5218 19.3699 -18.0627
O -25.0461 18.7933 -18.1771
F -25.8072 20.2318 -16.6038
C -23.4601 13.6576 -14.5243
F -24.6054 13.6133 -15.2779
F -23.5364 12.7643 -13.6001
F -22.5024 13.2912 -15.4191
S -23.2536 15.4228 -13.8688
O -23.4277 15.2903 -12.3928
O -21.9110 15.8019 -14.2814
O -24.2526 16.2813 -14.4594
C -27.1612 14.3475 -12.3495
F -28.1497 14.2841 -13.3070
F -27.4565 13.5806 -11.3245
F -25.9295 14.0162 -12.8361
S -26.9970 16.1984 -11.7360
O -28.1298 16.5287 -10.8795
O -25.7280 16.2292 -10.9995
O -26.8381 17.0234 -12.9505
C -23.2821 18.7958 -12.9109
O -22.2807 18.4317 -12.3500
O -24.3488 18.4392 -12.3272
O -23.4988 19.1302 -14.0904
C -28.8023 20.7862 -13.2898
C -27.7918 20.0800 -14.2840
O -26.4773 19.9866 -13.7707
H -28.4257 21.7958 -13.1250
H -28.9773 20.2582 -12.3524
H -29.8332 21.0105 -13.5638
H -27.6746 20.5448 -15.2630
H -28.1313 19.0521 -14.4107
H -26.0518 20.8461 -13.7287
```

Calculated values
- orbital gap (alpha / beta) (eV) = 6.984 / 7.194
- spin multiplicity = 5
- LUMO energy (alpha / beta) (eV) = 4.179 / 3.450
- electronic energy (Ha) = -4637.97755
- ⟨S²⟩ = 6.011
- total charge = -2


ORCA calculation (the ωB97M-V functional and the def2-TZVPD basis) on the molecule C3H8O2S in a non-equilibrium geometry.

XYZ file:
```
14
C3H8O2S (the ωB97M-V functional and the def2-TZVPD basis)
O 0.1876 -1.6557 -1.7698
C 0.2353 -0.3764 -1.2664
C 0.4586 -0.2779 0.2030
O -0.3688 -1.1543 0.9342
C 0.3896 1.1151 0.7686
S -1.2633 1.8016 0.5404
H -0.1251 -2.1468 -0.9867
H 1.0984 0.1550 -1.7523
H -0.6584 0.1349 -1.5224
H 1.4809 -0.6732 0.4124
H -1.2464 -0.7216 0.8957
H 1.1353 1.7208 0.2386
H 0.5290 1.0857 1.8543
H -1.8526 0.9927 1.4502
```

Calculated values
- orbital gap (eV) = 10.046
- LUMO energy (eV) = 0.587
- relative energy (zero: lowest compared OMol25 entry of this formula, charge and spin) (kcal/mol) = 22.7
- structure (SMILES) = OC[C@H](O)CS
- electronic energy (Ha) = -667.74480


ORCA calculation (the ωB97M-V functional and the def2-TZVPD basis) on the molecule ClH5OSi2 in a non-equilibrium geometry.

XYZ file:
```
9
ClH5OSi2 (the ωB97M-V functional and the def2-TZVPD basis)
Si 1.5109 -0.6989 0.4044
O 0.1659 0.1317 -0.4163
Si -1.3570 0.7670 -0.4427
Cl -2.5523 -0.5313 0.4531
H 1.3815 -2.1352 -0.0605
H 2.4882 0.3446 -0.0273
H 1.1235 -0.3935 1.7565
H -1.6736 0.4462 -1.8519
H -1.0872 2.0695 0.1848
```

Calculated values
- orbital gap (eV) = 10.968
- LUMO energy (eV) = 0.619
- relative energy (zero: lowest compared OMol25 entry of this formula, charge and spin) (kcal/mol) = 20.1
- structure (SMILES) = [SiH3]O[SiH2]Cl
- electronic energy (Ha) = -1117.47663


ORCA calculation (the ωB97M-V functional and the def2-TZVPD basis) on the molecule C4H8O2.

XYZ file:
```
14
C4H8O2 (the ωB97M-V functional and the def2-TZVPD basis)
C -2.4551 -0.4800 0.3358
C -1.1466 0.1228 -0.1319
O -0.3408 0.2712 1.0703
C 0.9675 0.3925 1.0317
O 1.3400 0.5329 -0.2495
C 2.7123 0.1929 -0.4604
H -2.2847 -1.4862 0.7318
H -2.8644 0.1340 1.1416
H -3.1971 -0.5454 -0.4674
H -0.6196 -0.5109 -0.8522
H -1.2640 1.1113 -0.5857
H 3.3270 0.5868 0.3504
H 3.0729 0.5748 -1.4225
H 2.7525 -0.8967 -0.4920
```

Calculated values
- orbital gap (eV) = 9.964
- LUMO energy (eV) = 0.979
- relative energy (zero: lowest compared OMol25 entry of this formula, charge and spin) (kcal/mol) = 68.5
- electronic energy (Ha) = -307.60322


- Number 5 is which compound?
  C6H12N2O3


- Look up the electronic energy of the seventh one.
  -4637.97755 Ha


- Among the records above, which one has the highest electronic energy?
  C4H8N